The following is a quantum chemistry calculation of 4 unconnected molecules or ions with the total composition CH9NO4, from the OMol25 dataset.

Atoms and positions in Å:
N (1.4712, -0.8361, 1.4470)
C (2.4881, -0.1523, 0.7714)
O (2.4414, 0.2772, -0.4166)
H (1.0018, -1.6600, 0.8137)
H (1.0985, -0.5817, 2.3768)
H (3.3507, 0.0508, 1.2949)
O (-2.9952, 1.4371, -2.3235)
H (-2.5677, 1.3533, -3.2228)
H (-1.9592, 1.4722, -1.9965)
O (-1.4285, -1.4692, 2.5112)
H (-1.7563, -2.2485, 2.1332)
H (-2.1484, -0.8370, 2.5679)
O (-0.0602, 1.0778, -1.9643)
H (0.5315, 0.3341, -1.8211)
H (0.5323, 1.7823, -2.1713)

Results
ΔE to the lowest compared entry with this formula, charge and spin ... 2.332 eV
SMILES ... NC=O.O.O.O
Total charge ... 0
Largest force on an atom ... 5.431 eV Å⁻¹
Gap between HOMO and LUMO ... 10.8 eV



The following is a quantum chemistry calculation of a molecular structure, C35H48N2O2PRuS, from the OMol25 dataset.

Atoms and positions in Å:
Ru (0.0891, 0.2977, -1.1542)
C (3.1026, 6.5505, -4.7907)
C (2.4757, 5.6845, -3.7327)
C (2.4425, 4.2970, -3.8764)
C (1.8118, 3.4993, -2.9402)
C (1.2193, 4.0994, -1.8324)
C (1.2498, 5.4763, -1.6579)
C (1.8788, 6.2573, -2.6131)
S (0.4228, 3.1219, -0.6238)
O (0.2793, 3.8941, 0.5732)
O (-0.8010, 2.5179, -1.1952)
N (1.2599, 1.7803, -0.4409)
C (2.5899, 1.6088, -0.0798)
C (3.4735, 2.5461, 0.3672)
C (4.7688, 2.1446, 0.7761)
C (5.1534, 0.8389, 0.7185)
C (4.2577, -0.1384, 0.2132)
C (4.5826, -1.5046, 0.0927)
C (3.6664, -2.3706, -0.4245)
C (2.4157, -1.8806, -0.8389)
N (2.0560, -0.6193, -0.7291)
C (2.9760, 0.2612, -0.1955)
H (3.8472, 6.0011, -5.3648)
H (3.5743, 7.4304, -4.3552)
H (2.3367, 6.8970, -5.4875)
H (2.9181, 3.8407, -4.7360)
H (1.7745, 2.4249, -3.0667)
H (0.7872, 5.9179, -0.7857)
H (1.9063, 7.3328, -2.4882)
H (3.1704, 3.5822, 0.4477)
H (5.4565, 2.8933, 1.1454)
H (6.1362, 0.5334, 1.0532)
H (5.5607, -1.8512, 0.4044)
H (3.8784, -3.4259, -0.5214)
H (1.7012, -2.5523, -1.2823)
C (-0.2642, -0.6685, -2.6628)
H (-1.2318, -0.8330, -3.1458)
H (0.5603, -1.1995, -3.1511)
C (-5.4545, -0.4129, 0.6053)
C (-4.9724, -1.2115, -0.6197)
C (-3.4669, -1.0143, -0.8574)
C (-2.7668, -0.8686, 0.5019)
C (-3.1435, 0.5102, 1.0822)
C (-4.6178, 0.8527, 0.7773)
P (-0.9612, -1.1034, 0.3857)
C (-0.6831, -2.9330, 0.2195)
C (-1.6164, -3.8163, 1.1005)
C (-2.6687, -4.5497, 0.2764)
C (-2.0071, -5.5314, -0.6985)
C (-0.6910, -4.9659, -1.2643)
C (-0.7123, -3.4405, -1.2386)
C (-0.1781, -0.7197, 2.0075)
C (-0.7346, -1.5256, 3.2008)
C (-0.2744, -0.9083, 4.5368)
C (1.0936, -0.2421, 4.4008)
C (1.0246, 0.9442, 3.4176)
C (-0.1176, 0.7624, 2.4098)
H (-5.3753, -1.0225, 1.5102)
H (-6.5083, -0.1578, 0.4943)
H (-5.5221, -0.9028, -1.5105)
H (-5.1803, -2.2737, -0.4688)
H (-3.2825, -0.1037, -1.4343)
H (-3.0719, -1.8432, -1.4433)
H (-3.1387, -1.6546, 1.1643)
H (-2.4984, 1.2814, 0.6511)
H (-2.9842, 0.5080, 2.1611)
H (-4.6813, 1.4476, -0.1372)
H (-5.0185, 1.4683, 1.5824)
H (0.3423, -3.0522, 0.5889)
H (-2.0957, -3.2386, 1.8846)
H (-0.9992, -4.5639, 1.6071)
H (-3.2835, -3.8256, -0.2664)
H (-3.3414, -5.0889, 0.9442)
H (-2.6979, -5.7523, -1.5137)
H (-1.8088, -6.4752, -0.1880)
H (-0.5408, -5.3205, -2.2843)
H (0.1627, -5.3183, -0.6760)
H (-1.6095, -3.0939, -1.7544)
H (0.1242, -3.0338, -1.7935)
H (0.8571, -1.0415, 1.8242)
H (-0.3841, -2.5570, 3.1434)
H (-1.8266, -1.5456, 3.1707)
H (-0.2399, -1.6910, 5.2953)
H (-1.0020, -0.1692, 4.8801)
H (1.8203, -0.9840, 4.0550)
H (1.4377, 0.0998, 5.3767)
H (1.9736, 1.0408, 2.8809)
H (0.8726, 1.8779, 3.9612)
H (0.0271, 1.4193, 1.5609)
H (-1.0607, 1.0548, 2.8710)

Results
ΔE to the lowest compared entry with this formula, charge and spin ... 0.000 eV
Total charge ... +1
Largest force on an atom ... 3.227 eV Å⁻¹
Gap between HOMO and LUMO ... 7.5 eV



The following is a quantum chemistry calculation of a molecular structure, C28H33Br2GaIN5OP, from the OMol25 dataset.

Atoms and positions in Å:
C (1.8841, -1.2033, -0.4668)
C (1.9582, -2.7111, -0.7322)
Br (3.8198, -3.2452, -1.1805)
C (1.0109, -3.1278, -1.8442)
Br (0.7673, -5.0750, -1.8237)
Ga (1.4853, -2.4387, -3.7009)
I (-0.7976, -2.0347, -4.9440)
P (2.7050, -3.9358, -5.0857)
O (2.7332, -5.4042, -4.8002)
H (2.8810, -0.7688, -0.5020)
H (1.4424, -0.9950, 0.5088)
H (1.2960, -0.7159, -1.2448)
H (1.7948, -3.2970, 0.1709)
H (0.0277, -2.7247, -1.5832)
H (2.2451, -1.0729, -3.5639)
H (4.0043, -3.3661, -5.1421)
H (2.3302, -3.6574, -6.4250)
N (-0.5913, -4.0207, 2.5573)
C (-0.9059, -4.5129, 1.3617)
C (-2.2131, -4.6887, 0.9283)
C (-3.2471, -4.3485, 1.7822)
C (-2.9311, -3.8471, 3.0356)
C (-1.5927, -3.7011, 3.3707)
H (-0.0939, -4.7847, 0.7045)
H (-2.3965, -5.0806, -0.0629)
H (-4.2791, -4.4711, 1.4786)
H (-3.7039, -3.5701, 3.7400)
H (-1.3080, -3.3060, 4.3365)
N (3.7211, -0.4012, 3.9970)
C (3.3314, 0.7108, 4.6077)
C (2.0045, 1.0842, 4.7442)
C (1.0175, 0.2522, 4.2348)
C (1.4110, -0.9197, 3.5952)
C (2.7728, -1.1908, 3.4979)
H (4.1228, 1.3426, 4.9987)
H (1.7509, 2.0108, 5.2427)
H (-0.0274, 0.5092, 4.3395)
H (0.6897, -1.6091, 3.1744)
H (3.1201, -2.0866, 2.9944)
N (1.2389, 1.5333, -5.7894)
C (1.0197, 2.7733, -5.3670)
C (0.1085, 3.6440, -5.9498)
C (-0.6085, 3.1889, -7.0463)
C (-0.3898, 1.8981, -7.4991)
C (0.5372, 1.1062, -6.8335)
H (1.6038, 3.0894, -4.5079)
H (-0.0316, 4.6379, -5.5463)
H (-1.3316, 3.8298, -7.5368)
H (-0.9321, 1.4992, -8.3461)
H (0.7202, 0.0859, -7.1483)
N (-0.8396, 6.3475, -3.9956)
C (-1.5487, 7.2967, -4.5977)
C (-1.8347, 8.5237, -4.0170)
C (-1.3580, 8.7760, -2.7404)
C (-0.6191, 7.7931, -2.1023)
C (-0.3879, 6.5994, -2.7711)
H (-1.9071, 7.0638, -5.5950)
H (-2.4165, 9.2591, -4.5556)
H (-1.5594, 9.7206, -2.2520)
H (-0.2276, 7.9419, -1.1055)
H (0.1851, 5.8070, -2.3024)
N (-1.4909, -0.8545, 6.2162)
C (-2.7475, -1.2837, 6.2875)
C (-3.2141, -2.1216, 7.2892)
C (-2.3252, -2.5370, 8.2681)
C (-1.0146, -2.0935, 8.2054)
C (-0.6485, -1.2528, 7.1634)
H (-3.4123, -0.9441, 5.5005)
H (-4.2468, -2.4431, 7.2941)
H (-2.6481, -3.1964, 9.0632)
H (-0.2836, -2.3942, 8.9431)
H (0.3708, -0.8913, 7.0751)

Results
Total charge ... -1
Largest force on an atom ... 0.302 eV Å⁻¹
Gap between HOMO and LUMO ... 7.0 eV



The following is a quantum chemistry calculation of a gas-phase ion, C2H2F3N2 (charge +1), from the OMol25 dataset.

Atoms and positions in Å:
N (1.8725, -0.1639, -1.7380)
N (0.8645, 0.0911, -1.3082)
C (-0.3008, 0.2186, -0.6437)
C (-0.2137, -0.1974, 1.1040)
F (-1.1502, -1.0139, 1.4134)
F (-0.3938, 0.9711, 1.7283)
F (0.9166, -0.7657, 1.3509)
H (-1.0026, -0.3220, -1.3201)
H (-0.5925, 1.1821, -0.5867)

Results
ΔE to the lowest compared entry with this formula, charge and spin ... 0.000 eV
SMILES ... N#[N+]CC(F)(F)F
Total charge ... +1
Largest force on an atom ... 7.343 eV Å⁻¹
Gap between HOMO and LUMO ... 11.7 eV



The following is a quantum chemistry calculation of a molecular structure, C7H16NO2S, from the OMol25 dataset.

Atoms and positions in Å:
C (-2.1252, 0.5623, -0.8479)
C (-0.0930, 2.9034, -0.3953)
C (0.7659, 1.3614, 1.4230)
C (1.0823, 0.6822, -0.9557)
C (2.6967, -2.3480, 2.1010)
C (-1.1130, 0.5480, -0.0150)
C (0.0930, 1.4288, 0.0104)
N (1.3690, -1.8769, 2.0808)
O (-0.9283, -2.4635, 1.1615)
O (1.0973, -3.3973, -0.0071)
S (0.4835, -2.8431, 1.2261)
H (-2.9059, -0.1470, -0.7941)
H (0.4374, -4.2864, 1.9709)
H (-2.2222, 1.1338, -1.6612)
H (-0.6683, 3.4284, 0.3025)
H (0.8942, 3.4089, -0.4336)
H (-0.4267, 2.9928, -1.3352)
H (0.8536, 0.2862, 1.6527)
H (0.0615, 1.7818, 2.2226)
H (1.7209, 2.1181, 1.4676)
H (0.6250, 0.5564, -1.9120)
H (1.2930, -0.4001, -0.7150)
H (1.9365, 1.2365, -0.9622)
H (2.7748, -3.4635, 2.2348)
H (3.3515, -2.2327, 1.1678)
H (3.3234, -2.0834, 3.0294)
H (-1.1770, -0.2576, 0.7265)

Results
ΔE to the lowest compared entry with this formula, charge and spin ... 1.206 eV
Total charge ... -1
Largest force on an atom ... 4.022 eV Å⁻¹
Gap between HOMO and LUMO ... 8.0 eV



The following is a quantum chemistry calculation of 2 unconnected molecules or ions with the total composition C4H7O2P, from the OMol25 dataset.

Atoms and positions in Å:
C (-1.8195, -0.0757, 0.0728)
C (0.7867, 0.2677, -0.0170)
C (-2.1268, 1.2997, 0.0781)
C (2.7502, -0.8726, -0.0649)
O (1.1248, 1.4364, 0.0921)
O (1.3822, -0.8459, -0.0844)
P (-1.8240, -1.7111, -0.0703)
H (-2.2891, 1.6726, -0.9411)
H (-1.2997, 2.0388, 0.2447)
H (-2.8757, 1.5663, 0.9328)
H (3.2993, -1.3834, -0.8878)
H (3.0509, -1.4987, 0.8831)
H (2.9935, 0.2047, -0.0411)
H (-3.1530, -2.0988, -0.1970)

Results
ΔE to the lowest compared entry with this formula, charge and spin ... 6.190 eV
Total charge ... 0
Largest force on an atom ... 4.575 eV Å⁻¹
Gap between HOMO and LUMO (alpha / beta) ... 8.4 / 7.9 eV